(1)
Density functional theory data (wB97M-V/def2-TZVPD) for a 15-piece molecular cluster, C20H70N12O15 overall in a non-equilibrium geometry.

CARTESIAN COORDINATES (ANGSTROEM)
C 1.4894 -3.0120 3.6520
C 1.2890 -2.6891 2.1869
O 0.1309 -3.3132 1.6276
H 1.9409 -2.0604 4.0161
H 2.1053 -3.9137 3.8298
H 0.5345 -3.1691 4.1970
H 2.1669 -2.7760 1.6176
H 1.0952 -1.6321 2.1675
H -0.1066 -2.7439 0.8585
C 0.6113 4.8960 -1.3010
C 0.0504 4.4010 0.0107
O -1.2995 4.4993 -0.2509
H 0.3783 4.3835 -2.1899
H 1.6957 4.8649 -1.2756
H 0.3960 5.9726 -1.4485
H 0.3472 5.0523 0.9085
H 0.3215 3.4098 0.1992
H -1.6054 5.3689 -0.0981
C -3.2767 -2.8756 2.0232
C -2.7157 -1.5385 2.3911
O -3.0485 -0.5586 1.3883
H -2.9997 -3.1822 1.0128
H -4.3528 -2.8051 2.0514
H -3.0036 -3.7266 2.5810
H -1.6338 -1.5996 2.4859
H -3.1371 -1.2879 3.3829
H -3.0967 0.2812 1.8300
C -1.4226 0.4755 5.5746
C -0.3955 -0.1483 4.7006
O -0.5719 0.4442 3.4782
H -2.3935 0.0184 5.4057
H -1.4232 1.5521 5.2282
H -1.1496 0.5107 6.6283
H -0.5568 -1.2360 4.7018
H 0.5821 0.0350 5.1207
H 0.3012 0.3499 3.1254
C -2.2476 0.5954 -3.0991
C -2.2981 1.7046 -2.0397
O -1.0042 2.2670 -2.0345
H -1.9612 0.9421 -4.1037
H -3.3444 0.3353 -3.1334
H -1.6352 -0.2028 -2.6589
H -2.7231 1.3738 -1.0841
H -3.1156 2.3980 -2.3248
H -1.0746 3.1222 -1.6168
C 2.8418 1.3121 1.7651
O 2.1285 0.5300 2.6594
N 2.3592 2.4402 1.3825
N 3.9534 1.0471 1.2694
H 1.5102 2.7549 1.8876
H 2.9324 3.2269 1.0023
H 4.5059 0.1866 1.5942
H 4.2975 1.4237 0.4298
C 1.5340 -0.5068 -4.1308
O 2.8313 -0.7342 -4.3174
N 0.7795 -1.4878 -3.7890
N 0.9183 0.6043 -4.2530
H 1.3623 -2.3593 -3.5733
H -0.1533 -1.4982 -4.0666
H 1.6475 1.3428 -4.1826
H -0.0426 0.8428 -3.8914
C 2.4560 -4.3272 -3.7690
O 1.5836 -5.3185 -4.2387
N 3.6041 -4.0030 -4.4175
N 2.1464 -3.7024 -2.6978
H 3.8053 -4.6171 -5.2164
H 4.1183 -3.0866 -4.2826
H 1.2801 -4.0451 -2.2757
H 2.6855 -3.0520 -2.1177
C 2.7171 2.2604 -1.9658
O 4.0300 2.0310 -1.4894
N 2.4689 2.6751 -3.2091
N 1.7101 1.9847 -1.2501
H 3.2034 3.0551 -3.8119
H 1.5703 3.1557 -3.3847
H 1.9184 2.0010 -0.2214
H 0.7410 2.0974 -1.5498
C -3.0851 2.6914 2.4024
O -4.0348 3.6448 2.6110
N -2.9203 1.7838 3.2819
N -2.2097 2.7087 1.4593
H -3.4928 1.7973 4.0574
H -2.0656 1.1945 3.4199
H -2.0192 3.5398 0.8560
H -1.5944 1.9012 1.2664
C -0.2239 -0.3584 -0.2829
O -0.1902 0.6439 0.6264
N -1.0575 -1.3830 -0.2954
N 0.7259 -0.5106 -1.1331
H -1.8435 -1.3392 0.3784
H -0.9701 -2.1469 -0.9659
H 1.3249 0.4475 -1.0658
H 0.6719 -0.9938 -2.0238
C -0.0828 4.3105 3.7500
O 0.2443 3.3142 2.8544
H -1.1280 4.4794 4.0075
H 0.2562 5.2298 3.2283
H 0.5827 4.1411 4.6121
H -0.5204 2.9110 2.4498
C -3.9683 -2.2462 -1.9022
O -3.0471 -2.9697 -2.7225
H -4.5487 -2.8872 -1.3238
H -4.5770 -1.6475 -2.4994
H -3.4208 -1.6216 -1.2547
H -2.7241 -2.2740 -3.3022
C -0.9270 -4.9364 -1.2249
O -0.6585 -3.7607 -1.9793
H -1.8180 -5.3296 -1.6469
H -1.1476 -4.7023 -0.1362
H -0.1170 -5.6863 -1.3365
H -1.4978 -3.5359 -2.3774
C 3.7858 -1.1382 -1.3830
O 3.0014 -2.0232 -0.6503
H 3.1046 -0.3368 -1.7886
H 4.1858 -1.6491 -2.2788
H 4.5369 -0.7358 -0.6987
H 2.1829 -1.5432 -0.6001

Results
- 2S+1 = 1
- relative energy (zero: lowest compared OMol25 entry of this formula, charge and spin) (kcal per mole) = 10.19

Mulliken population analysis, charges in e, atoms 1 to 8: C -1.403; C 0.974; O -0.649; H 0.227; H 0.395; H 0.270; H 0.581; H -0.532

***

(2)
Density functional theory data (wB97M-V/def2-TZVPD) for a 21-piece molecular cluster, C20H82BrClN4O23P overall in a non-equilibrium geometry.

CARTESIAN COORDINATES (ANGSTROEM)
C 2.2478 3.0516 0.8106
C 3.3591 2.2132 1.4393
C 4.1415 1.2837 0.4797
C 3.4903 0.9382 -0.8670
C 4.3384 -0.1633 -1.5317
C 3.7026 -1.5658 -1.4139
C 2.7230 -1.7897 -2.5709
C 1.8732 -3.1172 -2.5678
C 2.4960 -4.2981 -1.8011
C 2.0255 -4.4675 -0.3546
C 0.5033 -4.6797 -0.2757
C -0.2601 -3.9813 0.8270
N -0.2382 -2.5076 0.7294
C -1.2712 -1.7593 0.9235
N -2.5690 -2.0985 1.1619
C -3.2966 -1.4304 -0.0090
N -4.7014 -1.3584 0.2581
C -5.3862 -2.6347 -0.1187
C -6.2046 -2.4779 -1.3971
C -2.4608 -0.0990 -0.0675
C -1.8082 0.1728 -1.4618
C -2.6825 -0.1047 -2.6894
C -1.7729 -0.5428 -3.8581
Cl -2.1088 0.3687 -5.3493
P -3.4014 1.4590 0.2936
O -4.2081 1.8444 -0.8531
O -4.2682 1.3587 1.6214
O -2.3445 2.5970 0.6567
N -1.2385 -0.3240 0.8153
Br -1.4345 0.3114 2.5938
H 1.4748 2.4411 0.3503
H 1.7862 3.6316 1.6134
H 2.6643 3.7760 0.1154
H 4.0794 2.9167 1.8630
H 2.9774 1.6189 2.2711
H 5.1035 1.7378 0.2400
H 4.3505 0.3485 1.0056
H 3.4755 1.8166 -1.5051
H 2.4656 0.5750 -0.7329
H 4.5434 0.0296 -2.5836
H 5.3036 -0.2242 -1.0287
H 4.5095 -2.2851 -1.5223
H 3.2116 -1.6141 -0.4402
H 3.2668 -1.7600 -3.5141
H 2.0159 -0.9545 -2.5872
H 0.8578 -2.8946 -2.2284
H 1.7798 -3.4124 -3.6135
H 2.2211 -5.2383 -2.2906
H 3.5746 -4.2398 -1.8835
H 2.4581 -5.3898 0.0306
H 2.3873 -3.6829 0.3150
H -0.0114 -4.4480 -1.2116
H 0.3465 -5.7396 -0.0927
H -1.2741 -4.3505 0.7538
H 0.0874 -4.2659 1.8235
H 0.6479 -2.0696 0.4896
H -2.8001 -3.0699 1.3094
H -3.0399 -2.0043 -0.8986
H -4.7739 -1.3329 1.2712
H -6.0233 -2.9322 0.7163
H -4.6584 -3.4501 -0.2377
H -5.6724 -1.7997 -2.0608
H -7.1741 -2.0563 -1.1375
H -6.3578 -3.4376 -1.8793
H -1.4781 1.2102 -1.4542
H -0.8976 -0.4309 -1.4895
H -3.1823 0.8082 -2.9966
H -3.4541 -0.8506 -2.5124
H -0.7327 -0.3309 -3.6170
H -1.8261 -1.6134 -4.0459
H -4.1277 0.5497 2.1300
H -2.0138 2.9944 -0.1655
O -7.0964 -2.8372 2.5325
H -7.2276 -1.9605 2.9110
H -7.9371 -3.2841 2.6833
O -1.1484 4.7347 2.2047
H -1.5537 5.6033 2.2959
H -1.8360 4.1687 1.8368
O 1.3076 -0.7513 -5.6849
H 1.4485 -1.6662 -5.3997
H 0.3535 -0.6738 -5.7893
O -3.1414 2.4740 4.8655
H -3.8059 2.9388 4.3403
H -2.6442 1.9687 4.2220
O -3.6346 5.0242 6.3713
H -3.6432 4.0673 6.2658
H -3.3198 5.1903 7.2723
O 6.6733 0.7221 -3.9915
H 5.9642 1.2521 -4.3843
H 7.0552 0.2429 -4.7334
O 2.0100 3.7625 -2.3371
H 1.7604 4.5417 -1.8311
H 1.7144 3.9703 -3.2338
O 4.6919 2.9603 -3.9079
H 5.1903 3.6837 -3.5111
H 3.7951 3.0788 -3.5746
O -5.8181 -3.7090 -4.2749
H -6.3905 -3.1584 -4.8203
H -5.2493 -4.1579 -4.9094
O 0.4915 5.4077 -4.3309
H 0.1251 6.2994 -4.3167
H -0.2734 4.8439 -4.4882
O 0.5786 -1.8507 4.6065
H 0.9911 -1.2677 5.2564
H 0.2342 -1.2514 3.9344
O -0.4221 4.1011 5.3334
H -0.2577 3.9649 4.3943
H -1.3692 3.9396 5.4395
O 6.4627 4.0238 -1.1016
H 7.3368 3.6311 -1.0061
H 6.1855 4.2214 -0.2014
O 1.3462 -6.9841 1.5554
H 0.9173 -7.7023 2.0339
H 1.5917 -6.3663 2.2540
O -2.4682 5.5313 8.9258
H -1.6565 6.0483 8.9793
H -2.5263 5.0641 9.7649
O 2.5907 7.4005 -5.8500
H 2.1429 6.8190 -5.2270
H 3.0945 8.0117 -5.3036
O 3.5459 -2.8852 4.8540
H 3.7498 -3.7987 5.0780
H 2.5847 -2.8277 4.8756
O -0.2169 -5.3479 4.0406
H 0.0125 -4.5644 4.5576
H -1.1588 -5.4681 4.2024
O -0.6435 6.5152 7.6781
H -0.7418 5.6270 7.3174
H -0.1151 6.9673 7.0133
O 1.5356 -3.4861 -6.2524
H 1.4039 -4.4200 -6.4453
H 2.0745 -3.1575 -6.9816

Results
- total charge = +1
- 2S+1 = 1

Mulliken population analysis, charges in e, atoms 1 to 8: C -0.707; C -0.573; C -0.717; C 0.834; C -1.086; C -0.315; C -0.499; C 0.699

***

| no. | LUMO energy (eV) | HOMO-LUMO gap (eV) |
| --- | --- | --- |
| 1 | -0.111 | 8.5 |
| 2 | -4.411 | 7.7 |